# 1
The following is a quantum chemistry calculation of a cluster of 3 separate species, C17H18Br6FN3O3 in total, from the Open Molecules 2025 dataset.

The HOMO energy comes out at -8.6 eV. As for the total energy: -451502.986 eV.

```
48
Properties=species:S:1:pos:R:3:lowdin_charge:R:1
N -2.86348 0.79162 -4.00055 0.19
C -1.76083 0.67186 -4.31351 -0.30
O -0.44504 0.40219 -4.39420 0.05
C 0.03848 0.19076 -3.07209 -0.15
C 0.10940 -1.06514 -2.61384 0.06
C 0.58752 -1.27926 -1.18579 -0.34
O 0.97607 -2.39580 -0.86233 -0.33
C 0.54117 -0.10025 -0.21461 -0.09
C 0.57363 -0.40898 1.18795 0.06
C 0.57222 0.70126 2.09600 -0.17
F 0.60333 0.47441 3.43491 0.07
C 0.50700 2.05541 1.59691 -0.17
N 0.52387 3.08903 2.57496 0.10
C 0.43443 2.36261 0.18158 -0.20
N 0.33302 3.66580 -0.36663 0.08
C 0.47038 1.25153 -0.74309 0.00
C 0.41123 1.43244 -2.25697 -0.25
O 0.61355 2.47306 -2.82976 0.14
H -0.20608 -1.87814 -3.29448 0.10
H 0.59727 -1.44940 1.54069 0.06
H 0.13646 3.94046 2.17419 0.02
H -0.06972 2.86793 3.37314 0.10
H -0.00555 4.34734 0.30286 0.06
H 1.18926 3.96745 -0.83218 0.03
Br -2.64174 -3.05820 -4.16437 0.66
C -3.26710 -3.74000 -2.44866 -0.67
C -4.03446 -2.69221 -1.68462 -0.66
Br -2.84234 -1.38444 -0.87191 0.69
H -2.39265 -4.10399 -1.91374 0.03
H -3.91249 -4.58106 -2.69727 0.06
H -4.56853 -3.14475 -0.85034 0.06
H -4.73676 -2.13817 -2.30228 0.05
Br 0.28115 -3.74848 0.51257 0.96
C 0.00366 -5.13686 1.88850 -0.63
C -0.44213 -6.43892 1.27440 -0.70
Br -2.32535 -6.37649 0.76869 0.59
H -0.71090 -4.74060 2.60866 0.05
H 0.97392 -5.25360 2.37105 0.05
H -0.36984 -7.25460 1.99352 0.05
H 0.11696 -6.70157 0.37916 0.05
Br 3.38566 4.04297 0.54751 0.73
C 3.96028 5.49612 1.70672 -0.67
C 3.02941 5.65442 2.87975 -0.68
Br 1.37435 6.54198 2.35644 0.64
H 4.02860 6.38777 1.08918 0.05
H 4.95739 5.21591 2.04281 0.06
H 3.47210 6.30135 3.63582 0.06
H 2.75021 4.70706 3.33515 0.04
```

---

# 2
The following is a quantum chemistry calculation of a structure of composition C17H18BrF5O19S, from the Open Molecules 2025 dataset.

The HOMO energy comes out at -10.6 eV. As for the total energy: -151288.122 eV.

```
61
Properties=species:S:1:pos:R:3:lowdin_charge:R:1
O 3.87776 0.78406 -3.48323 -0.22
S 3.15036 0.18195 -4.54824 0.60
O 3.87370 -0.27234 -5.67659 -0.21
O 2.23788 -0.97773 -3.89751 -0.18
C 0.84129 -0.60546 -4.07107 -0.18
C 0.94929 0.88451 -3.96840 -0.75
Br -0.64494 1.87504 -4.25014 0.90
O 1.93767 1.12426 -5.01126 -0.23
H 0.15500 -1.04804 -3.36036 0.11
H 0.60024 -0.91148 -5.08824 0.14
H 1.41556 1.17625 -3.03032 0.10
C -0.05390 2.58150 -9.82632 -0.05
C 0.87640 1.82424 -8.90338 -0.31
O 0.24559 1.98603 -7.64615 0.10
C -1.08926 2.14610 -7.86805 -0.56
O -1.92485 2.05891 -7.03595 0.12
O -1.31878 2.41202 -9.17726 0.07
F 2.11218 2.37190 -8.85990 0.08
H 0.20024 3.64152 -9.85954 0.14
H -0.08186 2.18270 -10.83625 0.14
H 0.96844 0.75936 -9.12381 0.18
C -1.91690 1.48337 -0.00073 -0.03
C -2.21389 0.44217 1.05407 -0.32
O -2.04172 -0.77203 0.33366 0.14
C -1.14193 -0.53178 -0.64937 -0.57
O -0.58011 -1.37265 -1.27089 0.16
O -0.96363 0.79729 -0.82585 0.04
F -3.48898 0.51866 1.49695 0.09
H -2.80179 1.72997 -0.58824 0.15
H -1.48866 2.39545 0.40518 0.14
H -1.53737 0.45483 1.90428 0.14
C 2.72244 -0.95910 2.81390 -0.04
C 1.55252 -0.08262 2.42545 -0.29
O 0.84869 0.04550 3.64785 0.10
C 1.76799 -0.07595 4.65622 -0.56
O 1.56575 0.23948 5.77756 0.19
O 2.92389 -0.58540 4.18164 0.09
F 0.74219 -0.68594 1.51550 0.08
H 2.46271 -2.01644 2.75802 0.12
H 3.61630 -0.77229 2.22586 0.15
H 1.82819 0.90688 2.05709 0.18
C -2.26305 0.61727 6.37687 -0.05
C -1.67106 1.39665 5.23787 -0.30
O -2.37969 2.62102 5.29696 0.13
C -2.75618 2.80669 6.60164 -0.55
O -3.14222 3.83081 7.04778 0.18
O -2.60891 1.65617 7.30261 0.08
F -1.91928 0.78989 4.04217 0.06
H -3.16600 0.08609 6.07340 0.15
H -1.55692 -0.08482 6.80737 0.12
H -0.60139 1.57963 5.33405 0.16
C -0.28445 -4.67888 3.53015 -0.04
C 1.09393 -4.36596 4.07142 -0.30
O 0.90325 -3.09163 4.65841 0.12
C -0.40731 -3.00472 5.03765 -0.53
O -0.83701 -2.17617 5.76201 0.19
O -1.12932 -3.98849 4.45858 0.09
F 2.02288 -4.26630 3.08772 0.07
H -0.42275 -4.26107 2.53188 0.15
H -0.51348 -5.74029 3.51449 0.14
H 1.45526 -5.06058 4.83077 0.18
```

---

# 3
The following is a quantum chemistry calculation of a structure of composition C17H18BrFeN4O3S2, from the Open Molecules 2025 dataset.

As for the net charge: +2. The calculation puts the energy above the lowest of the compared OMol25 structures with the same formula, charge and spin at 0.000 eV. The HOMO energy (alpha / beta) comes out at -13.9 / -13.9 eV. The spin multiplicity is 6. As for the total energy: -156112.572 eV.

```
46
Properties=species:S:1:pos:R:3:lowdin_charge:R:1
Fe -0.40103 0.48953 -0.29770 0.91
C -1.56391 2.89108 -3.51282 0.06
C -1.96023 1.95867 -2.42549 -0.43
O -1.25984 1.87059 -1.37610 -0.13
N -3.05879 1.23487 -2.52895 0.13
C -3.52275 0.36475 -1.45039 -0.07
C -2.84990 -0.98909 -1.43793 -0.22
C -3.53128 -2.09710 -1.90287 0.02
C -2.92289 -3.34488 -1.88087 0.01
C -1.63794 -3.45195 -1.38091 0.00
C -1.00777 -2.31138 -0.92743 -0.07
N -1.59099 -1.09786 -0.95494 0.03
H -1.51244 3.89678 -3.09371 0.12
H -2.25429 2.87759 -4.35196 0.10
H -0.56130 2.62649 -3.84922 0.11
H -3.61786 1.32215 -3.36445 0.17
H -4.59206 0.22352 -1.58581 0.14
H -3.38173 0.87962 -0.49943 0.12
H -4.53962 -1.98356 -2.27670 0.13
H -3.45026 -4.21635 -2.24521 0.13
H -1.12274 -4.40024 -1.33245 0.13
H -0.00839 -2.35109 -0.51802 0.12
S -1.19715 1.63228 1.58704 0.76
C -0.53547 1.12124 3.09367 -0.99
N -0.94967 1.72426 4.18440 -0.03
C -0.52789 1.13480 5.46271 -0.17
C 0.77125 0.41093 5.14511 -0.36
S 0.62541 -0.10427 3.39822 1.04
H -1.64727 2.45521 4.13413 0.16
H -1.30286 0.43939 5.79093 0.14
H -0.39794 1.91566 6.20709 0.14
H 0.92039 -0.46557 5.76882 0.10
H 1.63834 1.06449 5.21724 0.10
Br 6.72944 0.61002 -2.48501 0.83
C 5.50244 -0.12682 -1.27342 -0.66
C 5.93858 -1.03525 -0.30649 -0.13
N 5.12697 -1.60249 0.57958 0.10
C 3.84200 -1.28548 0.54139 -0.06
C 3.31953 -0.38932 -0.38814 -0.12
C 4.16866 0.21042 -1.31877 -0.03
C 1.90098 -0.07792 -0.38076 -0.51
O 1.36305 0.73961 -1.19686 -0.02
O 1.09073 -0.60102 0.47337 -0.15
H 6.98580 -1.30914 -0.25737 0.12
H 3.19467 -1.76272 1.26726 0.12
H 3.78802 0.90954 -2.05076 0.13
```